The following is a quantum chemistry calculation of a structure of composition C40H32AsI2IrNO6P, from the Open Molecules 2025 dataset.

The spin multiplicity is 1. The total energy is -5326.611364 Eh. Its HOMO energy is -8.25 eV. The value obtained for the relative energy (zero: lowest compared OMol25 entry of this formula, charge and spin) is 0.0 kJ/mol. Its net charge is 0. The value obtained for the maximum force is 0.658 eV Å⁻¹.

XYZ file:
```
84
C40H32AsI2IrNO6P (ωB97M-V/def2-TZVPD)
Ir 0.05137 1.82698 0.38241
I -6.13554 2.63107 -6.04846
I 1.87991 3.74230 -0.13884
As 0.94434 -4.45019 1.13494
P 1.19989 -0.00571 -0.17900
O -0.63931 1.97733 4.22084
O -1.03134 1.74583 -1.35847
O -0.07183 3.39456 -2.54392
O 0.59100 2.02237 2.35031
O -1.43402 0.69517 1.13269
O -1.67742 -0.47203 3.02153
N -0.85187 3.85049 0.59562
C -3.04577 -4.91497 2.40444
C 2.34755 -2.53427 5.23559
C 2.95528 0.03971 0.27263
C -4.43161 2.58564 -4.84132
C -1.76217 -3.93726 0.15554
C 1.42607 -3.69334 2.87087
C -0.22541 6.03973 -0.12633
C -2.48854 5.55897 0.51776
C 1.25944 -2.81197 0.05359
C -0.38420 1.57362 3.11639
C -1.66045 -4.87648 2.35667
C 3.95261 -0.50791 -0.53317
C 0.04682 4.71982 0.15261
C 3.29362 0.56661 1.52066
C -2.11037 4.25329 0.77164
C 5.27217 -0.50982 -0.10665
C -0.97649 2.59693 -2.32846
C 0.66632 -0.35791 -4.71822
C -3.34398 3.38425 -5.16547
C -4.40761 1.76337 -3.72441
C -1.53434 6.45832 0.06562
C -0.03976 -0.85259 -2.47700
C -1.00255 -4.37283 1.23764
C 2.72962 -3.91849 3.30784
C 1.04268 -2.31442 4.81488
C 5.60483 0.02163 1.13172
C -3.28030 1.74956 -2.91627
C -0.24986 -0.92800 -3.84328
C 1.98902 0.38214 -2.85245
C 0.58203 -2.89539 3.64118
C -3.79397 -4.46127 1.32782
C 1.09251 -0.21177 -1.97198
C 0.60948 -1.54464 0.58584
C -2.22395 3.36374 -4.34950
C -1.25176 0.48453 2.42662
C 4.61401 0.55119 1.94642
C 1.78032 0.30146 -4.22166
C 3.19104 -3.33940 4.48272
C -2.18758 2.55249 -3.22237
C -3.14882 -3.97588 0.20060
H 0.37774 -1.67897 5.38674
H -2.80604 3.50138 1.12106
H -1.13505 -1.41958 -4.22541
H 6.63534 0.01815 1.46271
H -3.23941 1.11620 -2.04025
H 2.70545 -2.07959 6.15059
H -1.27563 -3.56093 -0.73786
H 2.83886 0.94056 -2.47706
H 0.50254 -0.41557 -5.78644
H 0.94248 -3.02828 -0.96786
H -1.36132 3.97677 -4.57439
H 6.03892 -0.93419 -0.74165
H -5.25756 1.13831 -3.48725
H 3.70086 -0.95496 -1.48729
H -3.54184 -5.29697 3.28741
H -0.48105 -1.56092 0.53384
H 0.85423 -1.41050 1.64347
H -0.77756 -1.26523 -1.79893
H -3.37129 4.01437 -6.04379
H 3.39188 -4.55021 2.72544
H 2.48457 0.76639 -4.89886
H 2.52789 0.99983 2.15479
H 0.54214 6.70174 -0.49809
H -4.87510 -4.48477 1.36822
H -3.51535 5.85928 0.66623
H 4.20720 -3.51990 4.81032
H -3.72489 -3.62273 -0.64554
H 4.86468 0.95744 2.91758
H 2.34676 -2.71146 0.02860
H -0.43408 -2.69737 3.32569
H -1.80790 7.48295 -0.14827
H -1.08858 -5.22779 3.20784
```



The following is a quantum chemistry calculation of a structure of composition C22H23FeN4O4 in a non-equilibrium geometry, from the Open Molecules 2025 dataset.

The spin multiplicity is 5. The total energy is -2635.949468 Eh. Its HOMO energy (spin up / spin down) is -3.61 / -3.68 eV. The value obtained for the relative energy (zero: lowest compared OMol25 entry of this formula, charge and spin) is 61.9 kJ/mol. Its net charge is -1. The value obtained for the maximum force is 1.133 eV Å⁻¹.

XYZ file:
```
54
C22H23FeN4O4 (ωB97M-V/def2-TZVPD)
Fe 0.27139 -0.46826 -0.63459
O -1.08369 -1.37386 0.60601
O 0.91737 1.41220 -1.25399
O 0.08635 -1.02237 -2.52343
O 0.28898 -0.44254 -4.66854
N 0.05794 0.80402 1.25304
N 4.66732 -1.31139 -0.34915
N -0.69431 0.19170 2.25510
N 2.19676 -1.32329 -0.21167
C 5.28120 -1.49918 -1.65878
C 1.29574 2.74898 0.63700
C -2.48974 0.11536 -2.41677
C 5.42012 -1.74914 0.81877
C 0.56029 1.96215 1.57115
C -1.65016 0.26796 -3.51572
C -3.28320 1.72159 -4.53308
C -1.89084 -1.65977 4.10168
C 3.34501 -1.32035 -0.27851
C -2.05672 1.07467 -4.57172
C -2.74307 -2.35346 4.94972
C -3.21016 -2.34395 2.22028
C 0.36006 2.52858 2.95590
C -1.22489 -0.89478 1.79213
C -3.84074 -3.03494 4.43837
C -4.12282 1.55703 -3.43742
C -0.30626 -0.44244 -3.59780
C -4.07266 -3.02511 3.06895
C 2.24310 3.34865 -1.59719
C 1.43700 2.42420 -0.69891
C -2.11938 -1.64444 2.72908
C -3.72270 0.75313 -2.37868
H -3.58735 2.36059 -5.35392
H 1.74476 3.66843 0.99166
H 0.51400 1.75889 3.70933
H -2.17850 -0.51079 -1.58873
H -4.51112 -3.56797 5.10186
H 6.36540 -1.20831 0.85276
H 2.42471 2.84530 -2.54556
H 1.68985 4.26927 -1.79564
H 3.19394 3.61477 -1.13184
H 6.20349 -0.92051 -1.70293
H -4.92990 -3.54623 2.65927
H 5.51283 -2.55296 -1.83953
H -1.39013 1.18193 -5.41730
H -2.55139 -2.35960 6.01653
H -1.04326 -1.11274 4.49279
H -4.36950 0.62469 -1.51944
H -5.08640 2.05199 -3.41049
H 4.85343 -1.52721 1.71883
H -0.66953 2.87405 3.06765
H 1.03759 3.36584 3.12481
H 5.62539 -2.82329 0.77998
H 4.60261 -1.14569 -2.43071
H -3.36816 -2.34137 1.14938
```



The following is a quantum chemistry calculation of a cluster of 6 separate species, C2H16NO4 in total in a non-equilibrium geometry, from the Open Molecules 2025 dataset.

The spin multiplicity is 1. The total energy is -440.948135 Eh. Its HOMO energy is -14.77 eV. The value obtained for the relative energy (zero: lowest compared OMol25 entry of this formula, charge and spin) is 943.3 kJ/mol. Its net charge is +1. The value obtained for the maximum force is 2.673 eV Å⁻¹.

XYZ file:
```
23
C2H16NO4 (ωB97M-V/def2-TZVPD)
O 3.77889 0.05198 -0.47241
O -1.71277 -1.66623 -1.40960
O -0.43973 2.01278 0.14791
O -2.24441 0.51786 -0.07116
N 0.57082 -0.63406 -0.66773
C 0.69280 -0.46084 0.69344
C -0.43876 -1.06472 1.57260
H 1.01483 4.05534 3.05296
H -1.21214 -1.45207 0.92030
H -2.10947 -0.88553 -0.96133
H 1.61132 -0.77853 1.23364
H 0.04512 0.10708 -1.15151
H 3.18871 0.24122 -1.23546
H -0.22113 -1.74891 2.37349
H -0.58928 2.95807 -0.00210
H -0.87152 -0.16551 2.05006
H -2.26340 -2.19060 -1.99081
H -1.30259 1.48452 -0.04892
H 0.69200 0.63795 0.76874
H -3.19333 0.74624 -0.03311
H 0.28838 -1.53643 -1.03489
H 4.57518 0.39596 -0.92968
H 0.40571 4.38813 2.84434
```